{
  "formula": "C3H8O",
  "method": "ωB97M-V/def2-TZVPD",
  "elements": ["C", "C", "O", "C", "H", "H", "H", "H", "H", "H", "H", "H"],
  "positions_angstrom": [[-1.8066, 0.1028, -0.0216], [-0.3382, -0.3824, 0.0588], [0.4901, 0.7571, -0.0266], [1.8230, 0.2906, -0.0548], [-1.9653, 0.7140, -0.9136], [-2.4819, -0.7534, -0.0412], [-2.1220, 0.7248, 0.8392], [0.1077, -1.1076, -0.7039], [-0.1870, -0.8807, 1.0314], [1.8030, -0.8095, -0.2117], [2.3358, 0.8526, -0.8440], [2.3414, 0.4918, 0.8881]],
  "total_energy_ev": -5287.193,
  "e_above_lowest_kj_mol": 92.4,
  "total_charge": 0,
  "spin_multiplicity": 1,
  "smiles": "CCOC",
  "homo_lumo_gap_ev": 10.9
}